Computed, not measured: 3 unconnected molecules or ions with the total composition C4H17N2O3, with ωB97M-V/def2-TZVPD.

Structure (ORCA input):
```
! RIJCOSX wB97M-V def2-TZVPD def2/J DEFGRID3
* xyz 1 1
N 1.21963 -0.55690 0.56593
C 0.53907 -1.79019 0.13447
C -0.91373 -1.45293 -0.28745
N -1.18582 -0.02176 -0.34410
C -1.93976 0.52311 0.79094
C -1.08165 1.57227 1.48786
O -0.16733 0.83739 2.38528
H 1.14512 0.16708 -0.13071
H 2.18545 -0.71308 0.81282
H 0.72539 -0.01080 1.30883
H 1.04923 -2.17013 -0.74724
H 0.55786 -2.51936 0.92885
H -1.13865 -1.87150 -1.26645
H -1.54788 -2.05401 0.37037
H -1.66187 0.15374 -1.21483
H -2.89767 0.94146 0.47554
H -2.16071 -0.23644 1.53962
H -1.65807 2.22255 2.14103
H -0.34567 2.10513 0.89623
H -0.59510 0.63191 3.21826
H 3.34235 0.74444 -1.72907
H 3.32642 -0.78149 -1.93171
O 2.90255 -0.06570 -1.44485
H 0.65828 1.24347 -2.15616
H -0.27908 1.33241 -3.32042
O -0.07835 1.76937 -2.48306
*
```

Summary:
HOMO-LUMO gap	0.37765	hartree
ΔE to the lowest compared entry with this formula, charge and spin	1.2186	eV
lowest unoccupied orbital energy	-2.84	eV